Record 1
Formula: C3H4Cl2OS2
Source: the Open Molecules 2025 dataset
Level of theory: ωB97M-V with the def2-TZVPD basis set

Results
HOMO energy (spin up / spin down)	-8.332 / -8.086	eV
LUMO level (spin up / spin down)	-1.1 / -0.8	eV
2S+1	1
ΔE to the lowest compared entry with this formula, charge and spin	93.8	kcal/mol

XYZ file:
```
12
Properties=species:S:1:pos:R:3:forces:R:3
C 1.462619 0.473735 -0.430480 -0.40 1.53 -0.91
C 0.874750 0.151993 2.140311 0.07 1.95 -0.29
C -2.045637 -0.683732 -0.789369 1.51 -0.80 -0.71
O -0.514058 -0.453185 -2.790345 0.67 0.36 -0.43
S 2.157774 -0.056041 1.009998 -1.77 0.21 -0.59
S -0.576384 -1.070930 -1.466462 -2.12 -0.12 0.84
Cl 1.294895 -0.060784 3.778051 0.22 -0.37 0.75
Cl -3.109467 0.352905 -1.549338 -0.49 0.66 -0.49
H 0.711330 1.351160 -0.632353 1.52 -1.85 1.01
H 1.954065 0.115077 -1.334365 0.10 0.19 0.31
H 0.267458 1.103405 2.046540 0.40 -1.44 -0.34
H -2.477344 -1.223603 0.017811 0.29 -0.31 0.86
```
Forces are in eV/Å.

=====

Record 2
Formula: C6H11NO
Source: the Open Molecules 2025 dataset
Level of theory: ωB97M-V with the def2-TZVPD basis set

Results
HOMO energy	-8.296	eV
LUMO level	0.4	eV
2S+1	1
ΔE to the lowest compared entry with this formula, charge and spin	115.7	kcal/mol

XYZ file:
```
19
Properties=species:S:1:pos:R:3:forces:R:3
C 1.031729 -1.351881 -1.468811 -0.22 -0.38 0.00
C -1.463891 0.151396 1.654468 0.39 0.28 -0.07
C 0.676727 2.290190 0.089588 -0.09 0.12 0.10
C -1.360433 0.350258 0.134218 -0.27 -1.40 -0.40
C 0.271694 0.899068 -0.167910 0.48 -0.59 -0.27
N 1.262747 -2.605047 -0.759236 -0.02 0.12 0.01
C 0.517388 -0.221960 -0.682754 -0.03 1.35 0.45
O -2.219833 0.972578 -0.509663 0.36 0.17 0.00
H 1.896610 -2.465025 0.019930 -0.06 0.00 -0.05
H 0.391321 -2.960901 -0.380895 0.05 0.03 -0.03
H 1.977355 -1.016193 -1.914525 -0.12 0.06 0.08
H 0.350717 -1.539634 -2.303965 0.05 0.01 0.04
H -1.093587 -0.797671 -0.236192 -0.49 0.27 0.23
H -1.515248 1.133071 2.127716 -0.04 -0.03 0.05
H -0.614211 -0.404782 2.047740 0.00 -0.01 -0.01
H -2.384977 -0.391435 1.866529 0.03 0.07 -0.11
H -0.133258 2.942891 -0.243814 0.01 -0.02 0.01
H 1.594159 2.560026 -0.433571 -0.05 -0.05 0.04
H 0.814992 2.455051 1.161149 0.00 -0.02 -0.07
```
Forces are in eV/Å.

=====

Record 3
Formula: C19H26F5NO4PS
Source: the Open Molecules 2025 dataset
Level of theory: ωB97M-V with the def2-TZVPD basis set

Results
net charge	+1
HOMO energy	-10.730	eV
LUMO level	-6.5	eV
2S+1	1

XYZ file:
```
57
Properties=species:S:1:pos:R:3:forces:R:3
C -1.801277 -1.519864 -0.511426 0.49 0.82 0.87
C -1.310011 0.071906 -0.475129 -0.79 -0.68 -0.63
O -2.520838 0.856100 -0.875348 1.95 -1.02 -1.42
C -0.804951 0.415138 1.053569 -1.05 -1.41 -0.32
N -0.729842 1.892212 1.376412 1.79 -1.28 1.53
C 0.702969 2.417936 1.336044 -0.21 0.87 -0.67
C 1.358359 2.672144 2.821944 -0.97 2.65 -0.82
O 2.275761 1.607997 3.278311 0.54 0.38 4.51
P 2.593825 1.785243 4.986273 -2.51 -1.74 -3.82
S 4.353360 2.915626 5.459333 1.49 10.91 2.11
O 4.650413 3.987137 4.359429 -1.13 -5.45 2.94
O 4.047517 3.741765 6.769394 0.47 -4.73 -4.31
C 5.877306 1.895838 5.837966 5.08 -1.39 2.81
F 5.751427 0.974976 6.990602 -0.28 3.30 -3.83
F 6.958902 2.882114 6.211481 -4.31 -3.10 -1.31
C 6.471654 1.033144 4.577333 2.17 -2.51 -1.37
F 7.870437 1.433192 4.181970 -5.88 -1.30 1.28
F 5.493520 1.152571 3.460869 3.31 -0.50 3.58
F 6.593316 -0.412097 4.993951 -0.78 5.30 -1.80
H -1.196111 -2.070739 0.351488 -1.26 0.73 -2.09
H -2.952834 -1.517586 -0.218955 2.55 -0.02 -0.72
H -1.627553 -1.993694 -1.569578 -0.34 0.79 2.22
H -0.499442 0.312503 -1.310137 -1.27 -0.65 2.05
H -2.554251 0.704976 -1.885653 -0.22 0.46 2.41
H 0.206831 -0.171682 1.210732 -1.79 1.21 -0.33
H -1.587332 -0.111453 1.785149 1.56 1.25 -1.62
H -1.062929 1.999511 2.381339 0.39 -0.09 -1.90
H 1.397068 1.779678 0.608766 -1.44 1.20 1.87
H 0.629092 3.491592 0.819897 0.42 -2.17 1.37
H 1.977545 3.664981 2.764474 -1.05 -1.87 0.12
H 0.515989 2.846813 3.647955 1.52 -0.51 -1.92
H 2.647137 0.469449 5.581109 0.23 0.78 -0.43
H 1.451968 2.484195 5.586693 1.29 -0.28 -0.40
C 1.178958 -5.328848 -1.455257 -0.07 0.01 -0.18
C 0.897196 -4.072658 -1.991319 -0.02 -0.16 -0.11
C 0.383640 -3.964143 -3.283331 0.02 -0.20 0.09
C 0.142352 -5.113614 -4.036334 0.06 0.01 0.17
C 0.420615 -6.370001 -3.498799 0.03 0.13 0.08
C 0.942913 -6.478010 -2.210201 -0.04 0.19 -0.05
H 1.582393 -5.412843 -0.449559 -0.05 0.00 -0.14
H 1.078789 -3.177371 -1.401935 -0.02 -0.11 -0.08
H 0.170509 -2.984868 -3.703221 0.03 -0.12 0.04
H -0.262458 -5.029493 -5.041403 0.07 -0.02 0.15
H 0.230987 -7.265759 -4.085151 0.04 0.15 0.10
H 1.164745 -7.456686 -1.793824 -0.04 0.14 -0.06
C -4.163721 2.311373 -3.732546 -0.12 -0.11 -0.09
C -5.432593 2.868392 -3.576147 -0.01 -0.11 -0.08
C -6.527205 2.307305 -4.233272 0.20 -0.09 -0.01
C -6.354302 1.182060 -5.039773 0.16 0.08 0.09
C -5.085992 0.622815 -5.193141 -0.04 0.08 0.07
C -3.989820 1.189531 -4.543383 -0.22 0.10 0.10
H -3.310307 2.750987 -3.222970 -0.12 -0.02 -0.06
H -5.568375 3.741075 -2.942211 0.03 -0.14 -0.11
H -7.514625 2.745588 -4.116547 0.15 -0.07 -0.01
H -7.208038 0.741722 -5.548055 0.14 0.07 0.07
H -4.951705 -0.255065 -5.820389 -0.02 0.15 0.09
H -3.000981 0.756887 -4.667494 -0.09 0.04 -0.04
```
Forces are in eV/Å.

=====

Record 4
Formula: C6H7NO2
Source: the Open Molecules 2025 dataset
Level of theory: ωB97M-V with the def2-TZVPD basis set

Results
SMILES string	CC(=O)Nc1ccco1
HOMO energy	-8.023	eV
LUMO level	0.7	eV
2S+1	1
ΔE to the lowest compared entry with this formula, charge and spin	67.8	kcal/mol

XYZ file:
```
16
Properties=species:S:1:pos:R:3:forces:R:3
C 1.996769 0.424195 -2.483096 -3.29 -1.40 -4.87
C 1.124107 -0.228117 -1.460441 -1.76 -1.32 0.12
O 0.915695 -1.454355 -1.423739 0.67 3.13 0.32
N 0.437940 0.709864 -0.609546 -0.10 -10.08 -1.26
C -0.260358 0.247273 0.458661 -2.73 1.22 0.90
C -0.155712 -0.755075 1.338976 4.61 -2.45 -0.01
C -1.145679 -0.621648 2.274947 -3.22 6.39 -6.36
C -2.013278 0.440175 1.863663 0.97 -1.62 1.50
O -1.442013 1.001777 0.738082 0.45 -1.12 0.27
H 2.332731 -0.309926 -3.361967 -1.21 1.44 2.03
H 1.598008 1.392043 -2.955901 -0.22 -1.60 0.57
H 2.842428 0.775893 -2.152349 4.85 1.53 2.58
H 0.613580 1.572737 -0.646226 1.88 8.45 -0.62
H 0.762410 -1.549227 1.451381 -2.58 2.32 -0.64
H -1.251875 -1.066143 3.081939 -1.04 -4.48 7.20
H -3.027416 0.795379 2.378946 2.72 -0.41 -1.74
```
Forces are in eV/Å.

=====

| no. | calculated total energy (eV) |
| --- | --- |
| 1 | -51933.7706 |
| 2 | -9933.4374 |
| 3 | -63498.0739 |
| 4 | -11917.4933 |